1.
DFT (wB97M-V/def2-TZVPD) results for 2 unconnected molecules or ions with the total composition C17H32F3NO4.

Geometry (Å):
C  -3.106  -0.400  -0.963
C  -2.207  -1.603  -0.710
C  -0.792  -1.166  -0.353
O  -0.817  -0.264  0.751
C  0.213  -0.377  1.694
C  -0.030  -1.528  2.680
O  0.211  -2.833  2.105
C  1.056  -3.589  2.771
F  1.328  -4.647  2.035
F  0.554  -4.028  3.913
F  2.207  -3.000  3.045
C  1.640  -0.478  1.130
C  2.157  0.852  0.581
C  3.558  0.584  0.019
C  1.348  1.392  -0.610
N  2.212  1.934  1.606
O  3.378  2.381  1.874
C  1.411  1.676  2.814
C  0.981  3.080  3.347
C  2.258  1.048  3.963
C  0.106  0.907  2.569
H  -4.126  -0.768  -0.991
H  -2.864  0.092  -1.912
H  -3.042  0.321  -0.151
H  -2.558  -2.220  0.117
H  -2.148  -2.159  -1.638
H  -0.403  -0.657  -1.232
H  -0.201  -2.061  -0.189
H  0.530  -1.369  3.589
H  -1.082  -1.483  2.955
H  1.786  -1.270  0.410
H  2.280  -0.733  1.970
H  3.990  1.456  -0.446
H  3.419  -0.190  -0.729
H  4.197  0.153  0.783
H  0.330  1.631  -0.336
H  1.384  0.653  -1.398
H  1.790  2.327  -0.929
H  1.613  3.851  2.933
H  0.946  3.114  4.428
H  -0.024  3.316  3.008
H  2.498  1.766  4.729
H  3.169  0.598  3.586
H  1.669  0.242  4.390
H  -0.621  1.557  2.097
H  -0.284  0.671  3.553
C  -3.764  0.367  -6.394
C  -2.757  0.587  -5.244
C  -1.637  -0.470  -5.382
O  -3.384  0.431  -4.055
H  -4.215  -0.627  -6.337
H  -4.563  1.110  -6.353
H  -3.277  0.458  -7.380
H  -2.270  1.574  -5.451
H  -2.040  -1.483  -5.303
H  -0.883  -0.336  -4.602
H  -1.123  -0.390  -6.356

net charge = -1
F_max = 2.5 eV/Å
HOMO (alpha / beta) = -2.6 / -2.6 eV
energy = -1322.18992 Eh
2S+1 = 2

***

2.
DFT (wB97M-V/def2-TZVPD) results for C17H32O4 in the gas phase.

Geometry (Å):
C  0.369  5.603  -3.766
C  0.596  4.501  -2.739
C  1.587  4.933  -1.660
C  1.763  3.902  -0.545
C  2.466  2.626  -1.001
C  2.697  1.661  0.159
C  3.409  0.386  -0.293
C  3.588  -0.642  0.833
C  2.553  -1.769  0.818
C  1.121  -1.298  1.057
C  0.146  -2.471  1.140
C  -1.289  -1.992  1.346
C  -2.270  -3.158  1.467
C  -2.356  -3.919  0.157
O  -2.225  -3.440  -0.937
O  -2.627  -5.213  0.350
C  -3.705  -2.685  1.832
C  -4.489  -3.774  2.555
C  -4.420  -2.284  0.553
O  -5.203  -2.969  -0.047
O  -4.069  -1.061  0.150
H  -0.029  6.495  -3.288
H  1.305  5.866  -4.255
H  -0.336  5.278  -4.528
H  -0.356  4.242  -2.269
H  0.969  3.611  -3.248
H  1.233  5.868  -1.218
H  2.557  5.134  -2.122
H  2.350  4.355  0.259
H  0.783  3.647  -0.133
H  1.864  2.125  -1.762
H  3.426  2.885  -1.454
H  1.736  1.411  0.611
H  3.301  2.155  0.924
H  2.853  -0.069  -1.114
H  4.389  0.668  -0.686
H  3.552  -0.133  1.798
H  4.575  -1.101  0.746
H  2.603  -2.288  -0.142
H  2.819  -2.492  1.594
H  1.078  -0.726  1.987
H  0.809  -0.643  0.242
H  0.435  -3.126  1.965
H  0.204  -3.051  0.217
H  -1.587  -1.365  0.505
H  -1.341  -1.389  2.256
H  -1.937  -3.854  2.241
H  -2.748  -5.666  -0.500
H  -3.619  -1.794  2.460
H  -4.553  -4.664  1.936
H  -4.003  -4.029  3.493
H  -5.500  -3.432  2.765
H  -4.476  -0.857  -0.708

net charge = 0
F_max = 0.7 eV/Å
HOMO = -10.4 eV
energy = -967.97823 Eh

***

3.
DFT (wB97M-V/def2-TZVPD) results for a molecular structure, C17H33Al2BrCl4FIKO13P2.

Geometry (Å):
C  -1.051  1.011  6.136
C  -0.176  0.236  5.170
I  1.518  1.538  4.867
C  -0.972  0.043  3.892
C  -0.480  -1.204  3.026
P  -1.715  -2.701  3.059
O  -1.202  -3.770  4.114
O  -3.143  -2.178  3.503
O  0.681  -1.782  3.374
P  2.089  -1.446  2.318
C  3.667  -0.889  1.448
C  3.782  0.471  1.123
C  4.915  0.952  0.528
C  5.930  0.051  0.234
C  5.860  -1.285  0.552
C  4.696  -1.771  1.165
O  1.114  -0.353  1.465
C  -0.258  -0.667  1.578
C  -0.758  -1.577  0.448
H  -1.688  1.662  5.552
H  -1.680  0.384  6.764
H  -0.378  1.744  6.792
H  0.123  -0.692  5.647
H  -0.968  0.965  3.320
H  -2.010  -0.129  4.181
H  -0.852  -3.362  4.927
H  -3.547  -2.746  4.187
H  1.761  -2.422  1.309
H  2.833  -2.518  2.972
H  2.452  -0.517  3.367
H  2.953  1.133  1.346
H  4.980  2.010  0.288
H  6.851  0.503  -0.275
H  6.707  -1.932  0.324
H  4.534  -2.816  1.444
H  -0.759  0.275  1.356
H  -1.842  -1.474  0.418
H  -0.385  -1.151  -0.473
H  -0.430  -2.611  0.561
Al  6.172  2.978  1.862
F  -0.997  3.071  7.032
O  -2.829  -0.085  -4.085
Cl  -3.011  -0.826  -2.869
O  -4.086  -0.262  -2.103
O  -1.792  -0.740  -2.073
O  -3.293  -2.205  -3.174
C  3.329  5.922  -0.158
Cl  1.708  5.788  0.472
Cl  4.326  6.973  0.826
Cl  4.089  4.288  -0.272
H  3.286  6.322  -1.164
O  0.325  1.292  -1.832
H  0.773  0.813  -1.128
H  -0.481  0.775  -1.994
C  -0.239  8.691  -0.142
O  0.933  9.243  -0.733
H  -0.200  7.617  -0.290
H  -0.273  8.906  0.930
H  -1.142  9.079  -0.618
H  0.907  10.196  -0.612
K  5.687  -4.061  1.188
C  -3.893  -4.664  -4.816
O  -4.308  -3.875  -5.961
C  -4.939  -4.521  -6.897
O  -5.239  -5.662  -6.992
O  -5.257  -3.563  -7.885
C  -5.974  -4.151  -9.029
H  -3.402  -3.961  -4.153
H  -4.763  -5.092  -4.325
H  -3.206  -5.448  -5.125
H  -6.912  -4.585  -8.699
H  -5.349  -4.891  -9.518
H  -6.189  -3.350  -9.746
Br  8.487  0.603  0.413
Al  -5.402  -1.599  -8.338

net charge = +3
F_max = 5.0 eV/Å
HOMO = -14.1 eV
energy = -8223.78498 Eh